[1]
The following is a DFT calculation (ωB97M-V/def2-TZVPD) of a cluster of 7 separate species, C31H46BClFO23 in total at a distorted geometry.

Properties
Strongest force on any atom (eV/Å): 3.2
HOMO-LUMO gap (Ha): 0.24802
Electronic energy (eV): -95906.134
LUMO level (eV): 1.6525

Structure (ORCA input):
```
! RIJCOSX wB97M-V def2-TZVPD def2/J DEFGRID3
* xyz -1 1
C 1.593 0.467 1.914
C 0.985 -0.868 1.456
C 1.074 -1.031 -0.042
Cl 0.029 0.252 -0.765
C 0.616 -2.440 -0.556
C 1.326 -2.926 -1.819
C 1.402 -1.905 -2.896
O 0.643 -1.747 -3.840
F 2.475 -1.072 -2.754
C 0.686 -3.655 0.469
O -0.473 -4.380 0.260
B -1.509 -3.312 0.052
C -2.826 -3.793 -0.753
C -4.086 -3.995 0.100
C -5.116 -2.864 -0.066
C -4.394 -1.547 -0.172
O -5.306 -0.420 -0.003
C -4.698 0.738 -0.314
C -5.460 1.768 -1.096
O -3.538 1.000 0.014
O -0.738 -2.344 -0.782
H 2.119 0.961 1.110
H 2.281 0.329 2.740
H 0.832 1.156 2.250
H 1.494 -1.685 1.927
H -0.049 -0.886 1.762
H 2.080 -0.780 -0.345
H 0.815 -3.800 -2.183
H 2.342 -3.228 -1.583
H 1.588 -4.240 0.300
H 0.666 -3.361 1.517
H -1.726 -2.815 1.176
H -2.568 -4.742 -1.215
H -2.994 -3.104 -1.572
H -3.839 -4.098 1.150
H -4.565 -4.918 -0.205
H -5.767 -2.854 0.801
H -5.754 -3.060 -0.919
H -3.611 -1.528 0.568
H -3.960 -1.459 -1.153
H -6.068 2.404 -0.465
H -6.094 1.352 -1.868
H -4.717 2.387 -1.560
C -0.957 -0.779 -6.591
C -0.168 -0.803 -7.881
O -1.198 -0.735 -8.874
C -2.292 -0.164 -8.310
O -3.251 0.186 -8.913
O -2.133 -0.047 -6.974
H -0.439 -0.281 -5.778
H -1.252 -1.775 -6.261
H 0.482 0.067 -7.991
H 0.422 -1.707 -8.006
C 5.295 -3.649 3.274
C 4.019 -4.228 2.701
O 3.396 -3.067 2.136
C 4.354 -2.158 1.877
O 4.180 -1.160 1.254
O 5.535 -2.526 2.413
H 6.135 -4.339 3.241
H 5.167 -3.286 4.295
H 4.201 -4.953 1.905
H 3.373 -4.677 3.449
C 5.266 1.621 -0.033
C 5.675 1.100 -1.392
O 6.121 2.295 -2.051
C 6.486 3.193 -1.108
O 7.053 4.212 -1.329
O 6.119 2.768 0.123
H 5.431 0.905 0.766
H 4.226 1.948 -0.008
H 6.508 0.397 -1.337
H 4.856 0.642 -1.939
C -1.128 5.192 -2.002
C -1.594 3.755 -1.948
O -2.996 3.898 -1.690
C -3.387 5.119 -2.113
O -4.514 5.481 -2.188
O -2.311 5.878 -2.441
H -0.308 5.355 -2.694
H -0.850 5.578 -1.019
H -1.464 3.234 -2.897
H -1.127 3.174 -1.158
C -6.505 5.173 2.557
C -5.455 4.124 2.851
O -6.030 3.417 3.956
C -7.373 3.591 3.919
O -8.149 3.012 4.599
O -7.706 4.531 2.998
H -6.572 5.430 1.503
H -6.361 6.085 3.139
H -5.311 3.429 2.023
H -4.495 4.551 3.128
C 5.879 0.566 4.711
C 5.731 1.156 6.097
O 4.914 0.183 6.758
C 5.065 -1.000 6.121
O 4.655 -2.041 6.513
O 5.755 -0.839 4.969
H 6.838 0.784 4.248
H 5.078 0.870 4.035
H 6.684 1.229 6.625
H 5.244 2.127 6.102
*
```

[2]
The following is a DFT calculation (ωB97M-V/def2-TZVPD) of a structure of composition C31H46BN8O5S3Sn.

Properties
Energy above the lowest of the compared OMol25 structures with the same formula, charge and spin (kJ/mol): 0.00
Strongest force on any atom (eV/Å): 0.5
HOMO-LUMO gap (Ha): 0.22798
Electronic energy (eV): -94070.745
LUMO level (eV): 2.4736

Structure (ORCA input):
```
! RIJCOSX wB97M-V def2-TZVPD def2/J DEFGRID3
* xyz -1 1
Sn 0.096 -0.374 -1.298
C -6.352 0.098 -1.238
C -5.022 -0.575 -0.892
C -4.276 -0.896 -2.183
C -5.259 -1.910 -0.169
N -4.297 0.319 0.063
C -4.782 0.429 1.364
C -3.931 1.201 2.046
N -2.919 1.593 1.193
B -1.698 2.306 1.841
N -0.887 3.172 0.838
C -1.506 4.332 0.421
C -0.713 4.930 -0.470
N 0.425 4.145 -0.616
C 0.301 3.036 0.189
S 1.411 1.743 0.425
C 1.480 4.659 -1.554
C 0.841 4.776 -2.941
C 1.921 6.032 -1.036
C 2.727 3.795 -1.666
N -0.837 1.345 2.699
C -0.132 1.910 3.745
C 0.494 0.934 4.411
N 0.178 -0.267 3.780
C -0.637 -0.002 2.698
S -1.251 -1.123 1.577
C 0.686 -1.589 4.243
C 1.591 -1.375 5.455
C -0.482 -2.481 4.670
C 1.516 -2.254 3.143
C -3.163 1.088 -0.051
S -2.283 1.455 -1.462
H -6.934 -0.550 -1.898
H -6.167 1.045 -1.750
H -6.941 0.299 -0.340
H -4.888 -1.614 -2.738
H -3.307 -1.351 -1.983
H -4.116 -0.019 -2.798
H -5.647 -2.642 -0.880
H -5.977 -1.822 0.648
H -4.314 -2.281 0.234
H -5.673 -0.069 1.699
H -3.937 1.496 3.082
H -2.171 3.091 2.641
H -2.478 4.613 0.789
H -0.869 5.836 -1.028
H 0.065 5.546 -2.966
H 0.407 3.819 -3.233
H 1.603 5.027 -3.680
H 1.093 6.741 -0.985
H 2.676 6.441 -1.711
H 2.356 5.938 -0.037
H 2.479 2.827 -2.083
H 3.218 3.653 -0.706
H 3.409 4.304 -2.351
H -0.135 2.974 3.918
H 1.129 0.997 5.274
H 1.060 -0.905 6.288
H 2.466 -0.773 5.199
H 1.937 -2.353 5.788
H -0.983 -2.065 5.549
H -0.102 -3.476 4.919
H -1.201 -2.575 3.859
H 2.246 -1.548 2.740
H 0.887 -2.578 2.319
H 2.046 -3.116 3.557
C 4.202 0.593 -3.785
C 2.854 -0.027 -3.441
C 2.685 -1.393 -4.090
O 2.741 -0.251 -2.032
C 1.681 0.867 -3.945
O 1.812 1.471 -5.012
O 0.646 0.863 -3.189
H 4.999 -0.151 -3.704
H 4.428 1.417 -3.103
H 4.165 0.985 -4.799
H 3.468 -2.072 -3.744
H 2.738 -1.292 -5.174
H 1.713 -1.813 -3.816
H 2.888 0.585 -1.566
O -0.420 -2.625 -2.263
N 0.201 -3.649 -1.860
N 1.121 -3.407 -1.006
O 1.440 -2.214 -0.557
C 1.877 -4.529 -0.527
C 1.390 -5.828 -0.628
C 2.146 -6.876 -0.129
C 3.379 -6.640 0.466
C 3.856 -5.340 0.557
C 3.107 -4.281 0.065
H 0.429 -5.998 -1.093
H 1.764 -7.888 -0.193
H 3.958 -7.466 0.860
H 4.816 -5.144 1.019
H 3.446 -3.257 0.128
*
```

[3]
The following is a DFT calculation (ωB97M-V/def2-TZVPD) of a structure of composition C31H46BrN3OP2Pt at a distorted geometry.

Properties
Energy above the lowest of the compared OMol25 structures with the same formula, charge and spin (kJ/mol): 511.03
Strongest force on any atom (eV/Å): 5.7
HOMO-LUMO gap (spin up / spin down) (Ha): 0.17883 / 0.10411
Electronic energy (eV): -131227.463
LUMO level (spin up / spin down) (eV): -13.4549 / -15.2146

Structure (ORCA input):
```
! RIJCOSX wB97M-V def2-TZVPD def2/J DEFGRID3
* xyz 4 5
N 6.774 7.083 2.578
C 5.634 7.117 3.289
C 4.620 6.135 3.106
C 4.701 5.161 2.069
C 5.863 5.287 1.281
C 6.915 6.161 1.613
C 3.757 4.063 1.732
Pt 0.826 0.542 0.027
P 0.834 -3.092 -0.295
C 3.638 3.237 0.637
C 3.064 1.906 0.859
C 3.718 0.688 0.670
C 3.266 -0.553 1.230
C 2.096 -0.575 1.936
C 1.445 0.578 2.306
C 1.742 1.789 1.490
Br -1.252 -1.664 0.098
H 3.077 3.780 2.548
H 4.050 3.528 -0.335
H 3.779 6.281 3.767
H 5.910 4.728 0.371
H 5.565 7.970 4.011
H 7.894 6.088 1.110
H 4.660 0.792 0.148
H 1.163 2.715 1.501
H 3.941 -1.426 1.237
H 0.975 0.693 3.280
P 0.869 0.254 -2.137
C 0.905 -3.364 1.545
C 1.264 -4.745 2.050
H -0.066 -3.003 1.936
H 1.686 -2.610 1.781
H 1.182 -4.810 3.136
H 0.622 -5.538 1.663
H 2.289 -5.026 1.812
C 2.516 -3.779 -0.894
C 2.561 -5.178 -1.456
H 3.298 -3.595 -0.140
H 2.640 -3.081 -1.735
H 3.526 -5.400 -1.920
H 2.422 -5.958 -0.706
H 1.830 -5.340 -2.249
C -0.604 -4.067 -1.326
C -1.476 -5.148 -0.777
H -0.179 -4.395 -2.274
H -1.232 -3.189 -1.493
H -2.478 -5.089 -1.197
H -1.091 -6.114 -1.089
H -1.641 -5.233 0.298
C -0.652 -0.039 -3.110
C -0.783 0.775 -4.400
H -1.473 0.211 -2.426
H -0.753 -1.113 -3.337
H -1.127 1.795 -4.197
H 0.148 0.840 -4.970
H -1.521 0.324 -5.077
C 1.984 -1.106 -2.599
C 3.378 -0.730 -3.067
H 1.520 -1.834 -3.274
H 2.076 -1.622 -1.628
H 3.338 0.020 -3.857
H 3.960 -0.303 -2.247
H 3.949 -1.578 -3.469
C 1.795 1.828 -2.516
C 0.949 3.112 -2.465
H 2.360 1.825 -3.460
H 2.548 1.894 -1.703
H 1.417 3.838 -1.786
H 0.853 3.615 -3.440
H -0.067 2.945 -2.092
N -5.891 1.882 2.511
C -5.007 2.769 1.956
O -5.274 3.948 1.920
C -3.713 2.174 1.501
C -3.241 0.966 1.994
C -1.915 0.584 1.845
N -1.137 1.238 0.956
C -1.566 2.386 0.414
C -2.831 2.895 0.691
H -6.815 2.209 2.714
H -5.869 0.943 2.181
H -3.894 0.338 2.560
H -1.551 -0.309 2.375
H -0.877 2.843 -0.305
H -3.047 3.870 0.285
*
```

[4]
The following is a DFT calculation (ωB97M-V/def2-TZVPD) of a cluster of 3 separate species, C31H46ClN5O2PS3 in total at a distorted geometry.

Properties
Strongest force on any atom (eV/Å): 6.2
HOMO-LUMO gap (Ha): 0.28832
Electronic energy (eV): -98740.970
LUMO level (eV): -3.1486

Structure (ORCA input):
```
! RIJCOSX wB97M-V def2-TZVPD def2/J DEFGRID3
* xyz 1 1
C 0.477 -3.808 3.320
C 0.818 -2.281 3.070
C -0.120 -1.621 1.945
N -0.815 -0.462 2.559
C -1.536 0.382 1.530
N -2.600 -0.540 1.125
C -3.615 -0.106 0.444
C -3.962 -0.885 -0.894
C -4.642 1.028 0.794
C -1.896 1.700 2.489
S -0.725 1.771 3.932
C -1.992 2.963 1.539
C -1.384 4.192 2.312
C -1.780 5.623 1.697
C -3.338 5.895 1.722
Cl -3.821 7.349 2.686
N -1.295 2.438 0.299
C -0.722 3.475 -0.612
S -2.170 4.290 -1.468
O -1.710 5.580 -1.987
O -2.446 3.425 -2.626
C -0.582 1.074 0.422
C 0.903 1.431 0.929
C 2.019 1.167 -0.132
C 2.455 2.093 -1.179
C 3.552 1.745 -2.098
C 4.268 0.461 -2.025
C 3.835 -0.466 -0.977
C 2.737 -0.121 -0.058
P -0.706 0.326 -1.348
S -0.519 -1.594 -1.430
H 0.894 -4.463 2.519
H -0.633 -3.882 3.449
H 0.997 -4.098 4.278
H 1.887 -2.246 2.699
H 0.745 -1.644 3.987
H -0.814 -2.412 1.536
H 0.575 -1.260 1.149
H -1.602 -0.881 3.077
H -3.379 -1.828 -1.000
H -5.045 -1.201 -0.770
H -3.948 -0.213 -1.790
H -4.692 1.269 1.894
H -5.666 0.621 0.545
H -4.482 1.941 0.158
H -2.862 1.440 2.990
H -1.278 0.998 4.920
H -3.075 3.224 1.445
H -1.707 4.257 3.388
H -0.256 4.150 2.297
H -1.333 6.366 2.422
H -1.293 5.833 0.712
H -3.699 6.056 0.667
H -3.939 5.030 2.122
H -2.133 2.134 -0.245
H -0.096 4.248 -0.089
H -0.094 3.081 -1.449
H -3.253 4.418 -0.611
H 0.965 2.494 1.309
H 1.189 0.806 1.824
H 1.988 3.099 -1.278
H 3.883 2.464 -2.879
H 5.104 0.171 -2.705
H 4.359 -1.447 -0.841
H 2.517 -0.895 0.721
H -1.933 0.826 -1.919
H 0.311 0.876 -2.202
N 6.905 -1.168 -3.140
C 6.888 -2.503 -3.235
C 7.975 -3.310 -2.943
C 9.151 -2.703 -2.533
C 9.195 -1.322 -2.428
C 8.052 -0.605 -2.739
H 5.947 -2.931 -3.563
H 7.903 -4.386 -3.036
H 10.025 -3.300 -2.296
H 10.096 -0.813 -2.111
H 8.036 0.478 -2.669
N -2.296 -6.427 -0.619
C -2.025 -5.299 -1.284
C -2.918 -4.676 -2.142
C -4.163 -5.256 -2.327
C -4.466 -6.427 -1.651
C -3.503 -6.967 -0.812
H -1.037 -4.884 -1.109
H -2.645 -3.760 -2.652
H -4.889 -4.801 -2.991
H -5.427 -6.910 -1.770
H -3.695 -7.881 -0.259
*
```

[5]
The following is a DFT calculation (ωB97M-V/def2-TZVPD) of a structure of composition C31H46ErN2O6P2 at a distorted geometry.

Properties
Energy above the lowest of the compared OMol25 structures with the same formula, charge and spin (kJ/mol): 514.41
Strongest force on any atom (eV/Å): 4.3
HOMO-LUMO gap (spin up / spin down) (Ha): 0.13938 / 0.14085
Electronic energy (eV): -94340.244
LUMO level (spin up / spin down) (eV): -4.2461 / -4.2458

Structure (ORCA input):
```
! RIJCOSX wB97M-V def2-TZVPD def2/J DEFGRID3
* xyz 1 4
Er -1.932 -0.564 -0.752
C -1.647 1.863 0.341
C -2.158 0.878 1.277
C 0.107 1.074 1.625
C -0.248 1.985 0.593
C -1.041 0.357 2.006
C -2.484 2.823 -0.423
H -3.526 2.810 -0.079
H -2.492 2.608 -1.500
H -2.113 3.851 -0.295
C 0.599 3.009 -0.056
H 0.050 3.948 -0.228
H 0.924 2.675 -1.055
H 1.504 3.269 0.515
C 1.417 0.887 2.295
H 2.092 1.747 2.175
H 1.935 -0.009 1.911
H 1.279 0.710 3.375
C -1.138 -0.576 3.151
H -0.583 -0.203 4.025
H -0.710 -1.556 2.907
H -2.175 -0.757 3.452
C -3.571 0.810 1.747
H -3.699 1.399 2.686
H -3.879 -0.223 1.995
H -4.292 1.206 1.004
C -3.562 -1.720 -3.471
C -3.961 -0.537 -2.912
C -5.185 -0.400 -2.060
C -5.160 -1.368 -0.834
C -3.770 -1.737 -0.327
C -2.857 -2.595 -1.017
C -3.358 -3.682 -1.964
C -4.123 -3.077 -3.135
H -6.144 -0.573 -2.588
H -5.734 -2.296 -1.028
H -5.243 0.648 -1.710
H -5.198 -3.051 -2.914
H -2.956 -1.701 -4.391
H -3.706 0.399 -3.422
H -4.046 -3.735 -4.014
H -2.505 -4.272 -2.313
H -2.011 -2.954 -0.385
H -3.996 -4.387 -1.422
H -5.668 -0.840 -0.001
H -3.709 -1.758 0.775
P 0.287 -1.091 -3.652
P 0.397 -3.159 -0.295
C -0.246 -2.856 -3.193
C 0.351 -3.733 -2.061
H -0.106 -3.452 -4.114
H -1.349 -2.866 -3.127
H -0.202 -4.686 -2.014
H 1.388 -3.987 -2.318
C 2.094 -3.480 0.280
H 2.254 -2.934 1.218
H 2.843 -3.139 -0.438
H 2.199 -4.558 0.458
C -0.428 -4.528 0.611
H 0.015 -5.464 0.265
H -1.507 -4.573 0.452
H -0.262 -4.380 1.685
C 0.080 -0.908 -5.440
H -0.129 0.152 -5.656
H -0.790 -1.481 -5.801
H 0.967 -1.200 -6.017
C -0.869 0.204 -3.100
H -0.413 0.962 -2.450
H -1.885 -0.177 -2.783
H -1.194 0.787 -3.969
O 1.728 -0.574 -3.047
C 1.977 -0.299 -1.726
O 1.050 -0.360 -0.895
C 3.368 0.065 -1.320
C 3.506 1.100 -0.384
C 4.740 1.748 -0.165
C 5.898 1.287 -0.789
C 5.804 0.122 -1.558
C 4.559 -0.506 -1.835
N 6.998 -0.434 -2.166
O 8.096 0.128 -1.965
O 6.886 -1.463 -2.869
N 4.804 2.935 0.628
O 3.749 3.296 1.200
O 5.873 3.571 0.694
H 2.649 1.477 0.157
H 6.850 1.799 -0.686
H 4.507 -1.418 -2.426
*
```